The molecule C5H7NO, computed with wB97M-V/def2-TZVPD.

Last column: Löwdin charge in e.
Positions of all 14 atoms, in Å:
C1 1.7883 0.8824 -0.2198  0.0017
C2 0.3080 1.1761 -0.3002  -0.3717
O1 -0.1227 2.2046 -0.7723  0.1009
C3 -0.6389 0.1139 0.1299  -0.3493
C4 -0.9749 -1.1482 -0.6026  -0.0117
C5 -0.6755 -1.1218 0.8627  -0.1810
N1 -1.5166 0.0040 1.2777  0.1146
H1 2.1940 0.7838 -1.2320  0.0920
H2 2.0085 -0.0248 0.3485  0.0774
H3 2.2757 1.7385 0.2527  0.0907
H4 -1.9917 -1.2805 -0.9770  0.1024
H5 -0.1895 -1.5419 -1.2521  0.1102
H6 0.0253 -1.6560 1.4888  0.1325
H7 -2.4901 -0.1298 0.9956  0.0913

Cartesian forces, eV/Å:
0.11 0.01 0.02
-0.05 0.30 -0.12
0.23 -0.28 0.32
0.10 0.10 -0.20
-0.11 -0.15 -0.18
0.21 -0.22 0.12
-0.27 0.09 -0.07
-0.06 0.04 0.12
-0.06 0.15 -0.10
0.01 -0.08 -0.08
0.05 -0.08 0.16
-0.17 0.02 0.11
-0.08 0.16 -0.08
0.09 -0.05 -0.03

Values from the calculation:
Kohn-Sham gap = 0.393 Eh
Charge = 0
SMILES string = CC(=O)[C@@]12C[C@@H]1N2
LUMO level = 0.93 eV
Energy above the lowest of the compared OMol25 structures with the same formula, charge and spin = 303.0 kJ/mol
HOMO level = -9.78 eV
Energy = -8833.0620 eV


The molecule C20H24ClN3O2 in a non-equilibrium geometry, computed with wB97M-V/def2-TZVPD.

Last column: Löwdin charge in e.
Positions of all 50 atoms, in Å:
C1 6.0464 2.4505 1.5672  -0.0433
C2 4.7017 2.9527 1.1141  -0.2395
N1 4.7680 4.1003 0.4089  0.0879
C3 3.6678 4.5840 -0.1501  -0.1390
C4 2.4254 3.9183 -0.0685  -0.0100
C5 2.3241 2.7225 0.6713  -0.0774
C6 1.0468 1.9510 0.6699  -0.0635
C7 -0.1417 2.3639 -0.0132  -0.0448
C8 -1.3214 1.6564 0.0611  -0.5275
Cl1 -2.7364 2.4404 -0.6889  0.6887
C9 -1.3682 0.4335 0.7215  -0.2444
O1 -2.6033 -0.2167 0.9190  -0.0888
C10 -3.2114 -0.8104 -0.2678  -0.1656
C11 -3.0595 -2.3230 -0.1531  -0.3898
N2 -3.7998 -2.7414 1.0375  0.0421
C12 -3.6792 -3.0815 -1.3456  -0.1424
C13 -2.8799 -2.9940 -2.6804  -0.4247
C14 -2.8372 -4.3892 -3.3125  -0.1009
C15 -3.4753 -1.9919 -3.7045  -0.0828
C16 -0.1999 -0.0491 1.3830  0.1040
C17 1.0087 0.6917 1.3592  -0.0537
C18 2.1791 0.2802 2.1445  -0.3764
O2 2.1635 -0.7714 2.7524  0.0794
N3 3.3127 1.1166 2.2501  -0.0022
C19 4.1101 0.9831 3.4857  -0.0244
C20 3.4650 2.2474 1.4036  -0.0636
H1 6.2023 2.6287 2.6444  0.0794
H2 6.8679 2.8407 0.9758  0.0789
H3 6.0475 1.3787 1.4169  0.0724
H4 3.7028 5.5319 -0.6889  0.1048
H5 1.6029 4.3549 -0.6087  0.0936
H6 -0.1711 3.2789 -0.5881  0.0931
H7 -2.7111 -0.4980 -1.1993  0.1100
H8 -4.2804 -0.5805 -0.2789  0.1320
H9 -2.0020 -2.5581 -0.0802  0.1414
H10 -4.7892 -2.6961 0.8517  0.0686
H11 -3.5651 -2.1972 1.8586  0.0706
H12 -4.7064 -2.6877 -1.4692  0.1237
H13 -3.7073 -4.1502 -1.0436  0.1190
H14 -1.8365 -2.6805 -2.4247  0.1386
H15 -2.2027 -4.3046 -4.2215  0.0818
H16 -3.8283 -4.7728 -3.6114  0.0879
H17 -2.3708 -5.1016 -2.6394  0.0704
H18 -2.8520 -1.9388 -4.6552  0.0953
H19 -4.4796 -2.2897 -3.9945  0.0717
H20 -3.5162 -0.9899 -3.2580  0.0601
H21 -0.2694 -0.9514 1.9741  0.1302
H22 4.9582 0.3294 3.3069  0.0868
H23 4.4818 1.9419 3.8084  0.0776
H24 3.5185 0.5878 4.3603  0.1146

Cartesian forces, eV/Å:
-0.44 -0.58 0.59
-0.50 0.14 0.33
-0.34 -0.76 0.21
-1.63 -0.62 0.31
1.64 -0.05 0.30
-0.13 0.07 -0.04
-0.62 -0.97 0.07
1.34 0.06 0.60
-0.02 0.57 -0.52
0.72 -0.86 0.53
-0.50 -1.10 1.23
1.19 0.52 -0.82
0.96 -0.51 -0.43
-1.34 0.23 0.15
0.70 -0.79 0.16
0.51 0.24 0.00
-0.35 0.04 0.08
0.65 0.44 -0.84
1.13 0.07 -0.20
-0.45 1.00 -0.68
-1.01 1.88 -1.16
0.78 -0.59 0.56
0.04 -0.05 0.31
-0.75 0.68 -0.28
-0.35 -0.68 0.45
-0.34 1.20 -1.23
0.18 0.04 -0.48
-0.19 0.40 0.04
0.16 -0.44 0.15
0.32 -0.24 0.12
-0.24 -0.16 0.02
0.15 0.05 0.14
-0.20 0.47 0.41
0.21 0.33 0.00
0.21 -0.20 0.24
-0.18 0.09 0.14
-0.09 0.08 -0.16
0.22 -0.41 -0.09
-0.28 0.69 -0.07
-0.64 -0.24 -0.29
-0.42 -0.37 0.37
0.30 0.30 0.20
0.03 -0.18 0.06
-0.67 -0.07 1.21
-0.16 -0.04 0.03
-0.07 -0.11 -0.28
0.05 -0.07 -0.09
0.05 -0.16 0.20
0.04 0.45 -0.22
0.30 0.18 -1.33

Values from the calculation:
Kohn-Sham gap = 0.310 Eh
Charge = 0
SMILES string = Cc1nccc2c3cc(Cl)c(OC[C@@H](N)CC(C)C)cc3c(=O)n(C)c12
LUMO level = -0.16 eV
Energy above the lowest of the compared OMol25 structures with the same formula, charge and spin = 93.9 kJ/mol
HOMO level = -8.59 eV
Energy = -42217.2951 eV


A structure of composition C19H30N3O3OsS2Se2, computed with wB97M-V/def2-TZVPD.

Last column: Löwdin charge in e.
Positions of all 60 atoms, in Å:
Os1 0.1922 0.3176 -1.2988  0.7966
C1 2.5514 3.0238 -1.1411  -0.3143
Se1 0.7017 2.7314 -1.6562  0.9280
C2 0.9428 2.6189 -3.5950  -0.4970
C3 -0.3621 2.1344 -4.1855  -0.4976
Se2 -0.7980 0.3181 -3.5620  0.8866
C4 -2.7342 0.5455 -3.6495  -0.3501
H1 3.1108 2.1017 -1.2464  -0.0032
H2 2.5481 3.3574 -0.1068  0.0383
H3 2.9535 3.8107 -1.7751  0.0457
H4 1.7659 1.9303 -3.7860  0.0765
H5 1.1990 3.6063 -3.9769  0.0905
H6 -0.3186 2.1041 -5.2724  0.0872
H7 -1.1966 2.7681 -3.8829  0.0786
H8 -3.0446 1.2749 -2.9065  0.0020
H9 -3.1893 -0.4211 -3.4480  0.0352
H10 -2.9995 0.8654 -4.6543  0.0437
N1 -0.5756 -1.7127 -0.9031  -0.0693
C5 -1.0270 -1.9698 0.4637  -0.3471
C6 -2.3075 -2.4669 0.6591  -0.0337
C7 -2.8130 -2.5512 1.9439  -0.0320
C8 -2.0430 -2.1181 3.0179  -0.2455
C9 -0.7362 -1.7088 2.8170  -0.0412
C10 -0.2208 -1.6291 1.5306  -0.0583
S1 -2.8198 -1.9270 4.6265  0.4217
O1 -1.7448 -1.4698 5.4829  -0.3416
O2 -3.3997 -3.2130 4.9148  -0.3079
O3 -3.8060 -0.8822 4.3192  -0.3704
H11 0.1183 -2.4032 -1.1786  0.0808
H12 -1.3789 -1.8650 -1.5065  0.0803
H13 -2.9201 -2.7529 -0.1902  0.1180
H14 -3.8188 -2.9073 2.1265  0.1292
H15 -0.1507 -1.4153 3.6789  0.1169
H16 0.7745 -1.2335 1.3592  0.0839
S2 -1.9107 0.9686 -0.3766  0.5694
C11 -1.6472 1.3266 1.3237  -0.6163
N2 -2.7240 1.1783 2.1331  0.1045
C12 -2.7214 1.4218 3.4545  -0.0207
C13 -1.5609 1.8492 4.0591  0.0003
C14 -0.4374 2.0259 3.2704  -0.0076
C15 -0.4778 1.7729 1.9045  -0.0893
H17 -3.5722 0.8063 1.7206  0.1622
H18 -3.6380 1.2338 3.9867  0.1277
H19 -1.5490 2.0021 5.1271  0.1331
H20 0.4895 2.3553 3.7221  0.1256
H21 0.4043 1.8811 1.2897  0.0703
C16 3.7242 -0.6967 0.2473  -0.0285
C17 3.0200 -1.0498 -1.0615  -0.6928
C18 3.8918 -0.6978 -2.2728  -0.0296
C19 2.6499 -2.5359 -1.0932  -0.0322
N3 1.7948 -0.2891 -1.1529  -0.1998
H22 4.5852 -1.3503 0.3874  0.0995
H23 3.0546 -0.8251 1.0984  0.0774
H24 4.0804 0.3342 0.2354  0.0812
H25 4.8595 -1.1920 -2.1847  0.0991
H26 4.0693 0.3771 -2.3273  0.0706
H27 3.4194 -1.0246 -3.1997  0.0896
H28 3.5671 -3.1238 -1.1239  0.1039
H29 2.0747 -2.7798 -1.9888  0.0871
H30 2.1002 -2.8300 -0.1967  0.0849

Cartesian forces, eV/Å:
0.47 -0.20 -0.33
-0.01 0.02 -0.04
-0.03 -0.06 0.02
0.02 -0.06 -0.03
-0.03 0.04 0.02
-0.37 0.16 -0.05
0.02 -0.01 -0.02
0.01 0.00 -0.03
0.00 -0.03 0.01
0.00 0.01 0.02
0.01 0.02 -0.03
-0.03 0.04 0.06
0.02 -0.06 0.00
0.01 0.03 -0.03
-0.02 0.01 -0.02
-0.01 0.01 0.03
0.03 -0.01 -0.01
-0.06 0.00 -0.04
-0.04 0.01 0.00
0.00 0.02 -0.02
-0.01 0.08 0.03
0.00 -0.01 -0.02
0.05 -0.03 0.04
0.07 0.06 0.00
-0.12 -0.03 -0.11
0.02 0.06 0.05
0.05 0.02 0.06
-0.01 0.02 -0.03
0.02 0.04 0.00
0.04 -0.05 -0.03
0.00 0.00 0.00
0.00 0.00 -0.01
0.00 0.01 0.00
-0.04 -0.02 0.00
-0.09 0.11 -0.03
-0.15 -0.07 0.01
0.07 0.03 -0.05
0.06 0.05 0.03
-0.09 -0.07 0.01
0.08 -0.03 -0.08
0.09 0.00 0.08
-0.02 -0.06 0.05
-0.03 -0.07 -0.01
0.01 0.02 -0.01
0.00 0.00 0.00
-0.02 -0.01 0.01
0.03 -0.02 0.04
0.11 0.11 -0.23
-0.02 -0.05 0.02
-0.01 -0.06 0.05
-0.06 -0.01 0.64
0.02 0.02 -0.01
0.01 -0.01 -0.03
-0.02 0.01 0.01
-0.01 -0.01 0.00
0.01 -0.01 0.00
-0.01 0.02 0.00
0.00 0.00 0.01
0.02 0.01 -0.02
-0.02 0.02 -0.01

Values from the calculation:
Kohn-Sham gap = 0.221 Eh
Charge = +1
LUMO level = -4.37 eV
Energy above the lowest of the compared OMol25 structures with the same formula, charge and spin = 0.0 kJ/mol
HOMO level = -10.38 eV
Energy = -185626.5204 eV


Among the records above, which one has the highest energy above the lowest of the compared OMol25 structures with the same formula, charge and spin?
C5H7NO